# C2H3F2NO2

A cluster of 2 separate species, C2H3F2NO2 in total at a distorted geometry (ωB97M-V/def2-TZVPD, the Open Molecules 2025 dataset).

Values from the calculation:
Molar mass: 111.0 g/mol
SMILES string: C=C(F)F.O=NO
Net charge: 0
Energy relative to the best compared isomer or geometry (same formula, charge and spin): 2.823 eV
HOMO: -10.47 eV

Cartesian coordinates (Å):
1 C -0.241 0.783 1.436
2 C 0.564 1.264 0.577
3 N 0.080 -1.407 -1.916
4 O -0.808 -0.780 -1.450
5 O -0.322 -2.056 -3.191
6 F 1.091 2.502 0.735
7 F 0.916 0.799 -0.667
8 H 0.459 -2.450 -3.653
9 H -0.584 -0.156 1.064
10 H -0.411 1.315 2.341

***

# C4H16N4

A structure of composition C4H16N4 at a distorted geometry (ωB97M-V/def2-TZVPD, the Open Molecules 2025 dataset).

Values from the calculation:
Molar mass: 120.2 g/mol
Net charge: 0
Energy relative to the best compared isomer or geometry (same formula, charge and spin): 6.425 eV
HOMO: -6.49 eV

Cartesian coordinates (Å):
1 C 1.232 0.794 1.388
2 C 1.460 -2.127 -1.595
3 N 0.445 0.469 0.195
4 N 1.938 -0.914 -0.964
5 N 0.405 1.425 -0.832
6 H 2.615 -1.167 -0.243
7 H 0.990 1.184 -1.629
8 H 0.632 2.367 -0.524
9 H 1.250 -0.073 2.048
10 H 0.771 1.629 1.920
11 H 2.260 0.999 1.079
12 H 1.001 -2.809 -0.858
13 H 0.699 -1.872 -2.338
14 H 2.277 -2.671 -2.087
15 C -2.132 1.564 0.479
16 C -1.861 -0.788 0.589
17 N -1.287 0.492 0.958
18 H 0.563 -0.654 -0.209
19 H -1.289 -1.611 1.031
20 H -2.324 1.515 -0.608
21 H -3.123 1.530 0.960
22 H -1.719 2.542 0.748
23 H -1.926 -0.923 -0.503
24 H -2.876 -0.901 0.997

***

# C25H27BN5O6S2Tl

A structure of composition C25H27BN5O6S2Tl at a distorted geometry (ωB97M-V/def2-TZVPD, the Open Molecules 2025 dataset).

Values from the calculation:
Molar mass: 772.8 g/mol
Net charge: 0
Energy relative to the best compared isomer or geometry (same formula, charge and spin): 1.271 eV
HOMO: -7.59 eV

Cartesian coordinates (Å):
1 Tl 12.800 10.954 10.315
2 C 9.947 15.065 14.989
3 C 10.893 14.381 14.028
4 O 11.496 13.313 14.126
5 N 11.213 15.218 12.957
6 C 12.067 14.672 11.916
7 C 13.541 14.609 12.311
8 C 14.072 14.955 13.562
9 C 15.468 14.838 13.688
10 C 16.149 14.258 12.692
11 C 15.533 13.864 11.549
12 N 14.248 14.044 11.317
13 H 9.568 16.069 14.623
14 H 10.460 15.157 15.921
15 H 9.041 14.478 15.040
16 H 10.654 16.001 12.793
17 H 11.999 15.271 10.996
18 H 11.733 13.646 11.794
19 H 13.454 15.434 14.312
20 H 15.980 15.208 14.550
21 H 17.218 14.074 12.799
22 H 16.108 13.380 10.763
23 C 17.029 12.754 7.121
24 C 15.847 12.687 7.956
25 N 15.606 12.020 9.029
26 O 16.645 11.127 9.435
27 C 14.700 13.546 7.519
28 C 14.869 15.033 7.834
29 N 13.668 12.896 7.240
30 O 12.654 13.839 6.910
31 H 17.462 13.742 6.895
32 H 16.883 12.246 6.186
33 H 17.788 12.123 7.580
34 H 16.188 10.745 10.198
35 H 15.881 15.171 8.201
36 H 14.122 15.382 8.605
37 H 14.668 15.512 6.890
38 S 14.863 9.365 11.517
39 C 14.797 8.498 10.039
40 N 13.862 8.691 9.111
41 C 13.978 7.746 8.123
42 C 13.155 7.675 6.955
43 C 13.382 6.633 6.107
44 C 14.392 5.659 6.242
45 C 15.232 5.784 7.330
46 C 15.018 6.837 8.234
47 S 15.775 7.112 9.765
48 H 12.488 8.485 6.684
49 H 12.793 6.486 5.169
50 H 14.595 4.886 5.517
51 H 16.073 5.072 7.576
52 O 11.204 10.403 13.055
53 H 11.852 9.680 12.959
54 H 11.625 11.231 13.305
55 O 11.214 11.864 6.907
56 B 11.437 13.228 6.989
57 O 10.267 13.940 6.989
58 C 9.302 13.022 6.886
59 C 7.873 13.213 6.883
60 C 7.148 12.077 6.684
61 C 7.695 10.779 6.576
62 C 9.073 10.628 6.696
63 C 9.812 11.794 6.835
64 H 7.494 14.175 6.771
65 H 6.040 12.162 6.316
66 H 7.132 9.925 6.267
67 H 9.555 9.740 6.440

***

# C6H8N2

A structure of composition C6H8N2 at a distorted geometry (ωB97M-V/def2-TZVPD, the Open Molecules 2025 dataset).

Values from the calculation:
Molar mass: 108.1 g/mol
Net charge: 0
Energy relative to the best compared isomer or geometry (same formula, charge and spin): 3.158 eV
HOMO: -9.58 eV

Cartesian coordinates (Å):
1 C -1.658 -0.725 1.312
2 C 0.241 -1.183 -0.172
3 C 1.157 0.065 -0.301
4 C 0.134 0.691 0.640
5 C 1.349 0.646 -1.606
6 C 1.603 1.107 -2.696
7 H -1.978 1.055 1.946
8 H -2.031 -1.750 1.097
9 H 0.810 -2.120 -0.104
10 H -0.500 -1.208 -0.970
11 H 2.078 -0.130 0.262
12 H 0.551 1.391 1.412
13 H -0.693 1.157 0.061
14 H 1.655 1.458 -3.749
15 N -2.449 0.158 1.792
16 N -0.272 -0.612 1.077